This record from the OMol25 dataset describes 20 unconnected molecules or ions with the total composition C83H151N3O39 at a distorted geometry. The level of theory is ωB97M-V with the def2-TZVPD basis set.

Values from the calculation:
**Strongest force on any atom**: 3.80 eV/A
**LUMO level**: 0.0191 hartree
**Frontier orbital gap**: 9.95 eV
**Spin multiplicity**: 1
**Charge**: 0

Each line ends with the Löwdin charge.
Positions of all 276 atoms, in Å:
O (3.603, 5.692, 6.250)  0.07
C (3.167, 5.420, 5.126)  -0.51
O (2.399, 6.239, 4.387)  -0.08
C (2.452, 7.680, 4.776)  -0.14
C (3.661, 8.264, 4.002)  -0.05
C (3.312, 4.106, 4.353)  0.05
H (2.533, 7.592, 5.859)  0.11
H (1.484, 7.985, 4.406)  0.11
H (3.396, 8.326, 2.965)  0.04
H (4.603, 7.724, 4.226)  0.10
H (3.844, 9.301, 4.287)  0.08
H (2.597, 3.403, 4.787)  0.09
H (4.294, 3.667, 4.542)  0.07
H (3.160, 4.275, 3.292)  0.06
O (-1.666, 5.787, 3.727)  0.08
C (-1.077, 5.333, 4.676)  -0.56
O (-0.708, 4.062, 4.726)  -0.01
C (-1.045, 3.257, 3.598)  -0.21
C (-0.592, 1.891, 4.018)  -0.05
C (-0.816, 5.976, 5.989)  0.04
H (-0.551, 3.706, 2.732)  0.12
H (-2.126, 3.251, 3.390)  0.12
H (-1.085, 1.605, 4.946)  0.08
H (0.480, 1.986, 4.119)  0.07
H (-0.847, 1.289, 3.153)  0.07
H (0.267, 6.014, 6.116)  0.08
H (-1.177, 5.261, 6.720)  0.10
H (-1.269, 6.940, 6.101)  0.09
O (-3.877, -3.053, -6.053)  0.10
C (-3.991, -3.552, -4.966)  -0.52
O (-5.174, -3.488, -4.308)  -0.06
C (-6.331, -2.843, -4.975)  -0.18
C (-6.179, -1.341, -5.071)  -0.06
C (-2.922, -4.205, -4.143)  0.04
H (-7.118, -3.212, -4.324)  0.10
H (-6.396, -3.335, -5.948)  0.12
H (-7.091, -0.847, -5.453)  0.09
H (-5.365, -1.134, -5.755)  0.07
H (-6.053, -0.956, -4.063)  0.05
H (-2.541, -3.486, -3.408)  0.07
H (-2.123, -4.461, -4.826)  0.09
H (-3.278, -5.064, -3.613)  0.06
O (6.318, -0.507, 1.015)  0.10
C (5.188, -0.756, 0.680)  -0.50
O (4.267, -1.130, 1.602)  -0.04
C (4.639, -1.109, 2.957)  -0.22
C (5.550, -2.291, 3.273)  -0.05
C (4.582, -0.812, -0.696)  0.04
H (3.737, -1.172, 3.566)  0.11
H (5.086, -0.159, 3.203)  0.10
H (5.718, -2.452, 4.333)  0.07
H (6.538, -2.136, 2.833)  0.07
H (5.134, -3.226, 2.889)  0.07
H (5.049, -0.090, -1.375)  0.09
H (3.505, -0.701, -0.651)  0.07
H (4.830, -1.815, -1.045)  0.08
O (-4.464, -5.874, -1.469)  0.06
C (-5.297, -5.684, -0.594)  -0.53
O (-6.564, -5.534, -0.915)  -0.03
C (-6.920, -5.621, -2.302)  -0.20
C (-7.040, -7.118, -2.560)  -0.05
C (-5.070, -5.650, 0.904)  0.04
H (-6.186, -5.083, -2.910)  0.10
H (-7.869, -5.067, -2.350)  0.12
H (-7.880, -7.459, -1.965)  0.08
H (-6.131, -7.641, -2.278)  0.08
H (-7.289, -7.384, -3.598)  0.08
H (-5.874, -6.203, 1.342)  0.08
H (-5.103, -4.631, 1.267)  0.06
H (-4.125, -6.120, 1.104)  0.08
O (4.935, 4.776, -2.234)  0.07
C (4.789, 3.559, -2.189)  -0.52
O (5.739, 2.672, -2.493)  -0.05
C (6.975, 3.176, -3.000)  -0.22
C (6.741, 3.510, -4.433)  -0.06
C (3.603, 2.755, -1.695)  0.04
H (7.641, 2.348, -2.751)  0.13
H (7.229, 3.985, -2.304)  0.12
H (5.984, 4.303, -4.492)  0.08
H (6.423, 2.667, -5.083)  0.09
H (7.614, 3.969, -4.917)  0.08
H (2.766, 3.408, -1.475)  0.07
H (3.855, 2.329, -0.738)  0.07
H (3.396, 1.992, -2.460)  0.09
O (-5.035, 1.097, -3.255)  0.06
C (-5.267, 2.230, -2.849)  -0.50
O (-6.385, 2.896, -3.202)  -0.01
C (-7.419, 2.197, -3.880)  -0.22
C (-7.140, 2.159, -5.375)  -0.07
C (-4.386, 3.075, -1.994)  0.04
H (-8.406, 2.606, -3.647)  0.13
H (-7.514, 1.165, -3.507)  0.09
H (-6.432, 1.391, -5.676)  0.05
H (-6.705, 3.108, -5.701)  0.07
H (-7.987, 2.019, -6.081)  0.09
H (-3.712, 3.650, -2.622)  0.09
H (-3.723, 2.401, -1.438)  0.08
H (-4.948, 3.750, -1.379)  0.09
O (-1.932, 2.974, 0.312)  0.08
C (-2.186, 4.099, -0.080)  -0.54
O (-1.707, 4.503, -1.269)  -0.03
C (-0.723, 3.660, -1.864)  -0.22
C (-0.117, 4.502, -2.950)  -0.04
C (-3.002, 5.121, 0.606)  0.05
H (-1.139, 2.707, -2.134)  0.11
H (-0.039, 3.435, -1.057)  0.10
H (0.463, 5.373, -2.629)  0.08
H (-0.960, 4.830, -3.566)  0.08
H (0.471, 3.955, -3.678)  0.07
H (-2.493, 5.461, 1.556)  0.10
H (-3.963, 4.714, 0.891)  0.07
H (-3.142, 5.929, -0.122)  0.10
O (1.855, -2.098, 7.939)  0.08
C (1.718, -2.151, 6.725)  -0.53
O (2.030, -3.210, 5.998)  -0.03
C (2.539, -4.370, 6.732)  -0.18
C (2.439, -5.499, 5.729)  -0.06
C (1.234, -1.051, 5.796)  0.03
H (1.920, -4.344, 7.630)  0.12
H (3.560, -4.167, 7.053)  0.13
H (2.893, -6.431, 6.091)  0.08
H (2.974, -5.267, 4.794)  0.08
H (1.383, -5.746, 5.556)  0.09
H (1.450, -0.097, 6.285)  0.09
H (0.152, -1.128, 5.683)  0.07
H (1.663, -1.092, 4.804)  0.06
O (5.825, 2.083, 3.369)  0.05
C (6.736, 2.573, 2.693)  -0.51
O (7.789, 3.029, 3.306)  0.02
C (7.903, 2.824, 4.717)  -0.22
C (9.160, 3.494, 5.143)  -0.07
C (6.714, 2.741, 1.201)  0.04
H (7.933, 1.747, 4.936)  0.13
H (6.991, 3.131, 5.201)  0.12
H (9.255, 3.371, 6.207)  0.08
H (9.152, 4.549, 4.965)  0.07
H (10.054, 3.020, 4.727)  0.09
H (5.714, 2.912, 0.788)  0.08
H (6.984, 1.824, 0.645)  0.09
H (7.366, 3.513, 0.825)  0.08
O (-5.543, 2.624, 0.933)  0.06
C (-4.755, 2.090, 1.712)  -0.50
O (-4.550, 2.564, 2.945)  -0.04
C (-5.326, 3.676, 3.391)  -0.23
C (-6.521, 3.141, 4.121)  -0.05
C (-3.929, 0.849, 1.492)  0.05
H (-5.497, 4.288, 2.501)  0.11
H (-4.605, 4.282, 3.983)  0.13
H (-7.168, 2.646, 3.423)  0.08
H (-7.096, 3.880, 4.676)  0.08
H (-6.139, 2.415, 4.827)  0.08
H (-4.216, 0.465, 0.528)  0.07
H (-4.070, 0.168, 2.318)  0.08
H (-2.868, 1.088, 1.424)  0.07
O (2.371, 4.568, 1.113)  0.05
C (2.084, 5.762, 1.260)  -0.50
O (3.019, 6.708, 1.113)  -0.04
C (4.378, 6.243, 0.946)  -0.19
C (5.219, 7.515, 0.760)  -0.04
C (0.757, 6.424, 1.486)  0.04
H (4.396, 5.582, 0.087)  0.09
H (4.609, 5.629, 1.842)  0.13
H (5.130, 8.088, 1.698)  0.06
H (4.791, 8.131, -0.018)  0.08
H (6.269, 7.302, 0.586)  0.08
H (0.201, 5.877, 2.248)  0.06
H (0.091, 6.512, 0.622)  0.10
H (0.930, 7.420, 1.930)  0.09
C (-1.000, -6.713, -2.418)  -0.04
C (0.113, -6.028, -1.598)  -0.15
O (-0.029, -4.553, -1.834)  -0.02
C (0.658, -3.997, -2.861)  -0.60
O (1.531, -4.489, -3.574)  0.09
O (0.153, -2.800, -3.048)  -0.01
C (0.823, -2.025, -4.072)  0.01
H (-0.826, -6.475, -3.477)  0.08
H (-1.941, -6.221, -2.129)  0.05
H (-1.027, -7.777, -2.174)  0.08
H (1.097, -6.336, -1.920)  0.09
H (-0.056, -6.062, -0.517)  0.12
H (0.217, -1.129, -4.210)  0.07
H (0.856, -2.621, -4.999)  0.11
H (1.833, -1.700, -3.784)  0.08
C (3.424, -4.618, -0.932)  -0.06
C (4.196, -5.491, -1.846)  -0.19
O (4.793, -6.524, -1.071)  0.04
C (4.042, -7.465, -0.530)  -0.59
O (2.812, -7.571, -0.689)  0.08
O (4.819, -8.265, 0.152)  0.03
C (4.123, -9.376, 0.797)  0.00
H (3.260, -3.635, -1.351)  0.06
H (3.993, -4.433, -0.013)  0.10
H (2.426, -5.019, -0.722)  0.07
H (5.077, -5.064, -2.345)  0.13
H (3.635, -5.923, -2.630)  0.11
H (3.516, -9.949, 0.107)  0.10
H (3.527, -8.972, 1.607)  0.07
H (4.930, -9.970, 1.244)  0.10
C (1.080, -2.980, 1.225)  -0.03
C (1.888, -3.900, 2.087)  -0.18
O (0.930, -4.957, 2.289)  0.05
C (1.353, -6.154, 2.440)  -0.67
O (2.539, -6.450, 2.406)  0.08
O (0.426, -6.978, 2.879)  0.01
C (0.888, -8.397, 2.982)  0.01
H (1.675, -2.063, 1.032)  0.08
H (0.119, -2.675, 1.642)  0.07
H (0.898, -3.503, 0.276)  0.07
H (2.150, -3.502, 3.080)  0.13
H (2.778, -4.258, 1.618)  0.08
H (1.447, -8.518, 3.921)  0.10
H (1.490, -8.684, 2.117)  0.07
H (-0.036, -8.994, 3.014)  0.10
C (2.942, 2.006, -7.691)  -0.07
C (3.132, 1.639, -6.260)  -0.15
O (3.589, 0.175, -6.355)  0.03
C (3.866, -0.452, -5.237)  -0.65
O (3.896, 0.124, -4.161)  0.08
O (4.103, -1.745, -5.442)  0.01
C (4.591, -2.452, -4.222)  0.00
H (3.901, 1.944, -8.188)  0.08
H (2.570, 3.030, -7.695)  0.08
H (2.191, 1.334, -8.070)  0.08
H (2.224, 1.659, -5.652)  0.10
H (3.887, 2.122, -5.657)  0.10
H (5.458, -1.960, -3.741)  0.10
H (4.824, -3.435, -4.623)  0.09
H (3.812, -2.558, -3.481)  0.05
C (-3.150, -2.106, -1.125)  -0.05
C (-2.266, -0.929, -1.413)  -0.17
O (-1.462, -0.750, -0.194)  0.03
C (-0.451, 0.089, -0.344)  -0.63
O (-0.014, 0.533, -1.420)  0.08
O (0.046, 0.320, 0.829)  0.00
C (1.208, 1.179, 0.779)  0.01
H (-3.614, -2.035, -0.138)  0.08
H (-2.581, -3.024, -1.227)  0.07
H (-3.949, -2.112, -1.886)  0.08
H (-2.825, -0.013, -1.580)  0.11
H (-1.550, -1.042, -2.228)  0.11
H (0.925, 2.025, 0.203)  0.06
H (2.053, 0.633, 0.362)  0.08
H (1.385, 1.492, 1.819)  0.10
N (-0.210, 2.341, -6.341)  0.06
C (-0.965, 1.415, -5.707)  -0.13
C (-2.343, 1.555, -5.538)  -0.05
C (-3.021, 2.726, -5.981)  -0.05
C (-2.230, 3.676, -6.603)  -0.07
C (-0.855, 3.441, -6.756)  -0.15
H (-0.498, 0.473, -5.419)  0.09
H (-2.856, 0.697, -5.126)  0.09
H (-4.083, 2.810, -5.787)  0.09
H (-2.637, 4.527, -7.107)  0.09
H (-0.203, 4.164, -7.237)  0.10
N (-4.089, -3.286, 3.351)  0.07
C (-2.774, -2.880, 3.092)  -0.11
C (-2.161, -1.775, 3.694)  -0.08
C (-2.804, -1.090, 4.736)  -0.09
C (-4.079, -1.466, 5.033)  -0.08
C (-4.659, -2.557, 4.333)  -0.14
H (-2.164, -3.377, 2.340)  0.10
H (-1.113, -1.593, 3.434)  0.09
H (-2.426, -0.228, 5.261)  0.09
H (-4.619, -1.107, 5.891)  0.10
H (-5.654, -2.903, 4.551)  0.09
N (-9.119, 0.374, -1.380)  0.05
C (-9.655, -0.752, -1.813)  -0.14
C (-8.924, -1.971, -1.787)  -0.06
C (-7.585, -1.938, -1.405)  -0.08
C (-7.016, -0.731, -1.019)  -0.05
C (-7.820, 0.426, -1.073)  -0.15
H (-10.682, -0.656, -2.135)  0.10
H (-9.419, -2.869, -2.140)  0.09
H (-6.925, -2.825, -1.466)  0.10
H (-6.026, -0.646, -0.611)  0.08
H (-7.416, 1.362, -0.677)  0.11

=====

This record from the OMol25 dataset describes a molecular structure, C10H9N3P2 at a distorted geometry. The level of theory is ωB97M-V with the def2-TZVPD basis set.

Values from the calculation:
**Strongest force on any atom**: 3.98 eV/A
**LUMO level**: -0.0326 hartree
**ΔE to the lowest compared entry with this formula, charge and spin**: 0.488 eV
**Frontier orbital gap**: 7.42 eV
**Spin multiplicity**: 1
**Charge**: 0

Each line ends with the Löwdin charge.
Positions of all 24 atoms, in Å:
C (0.837, -1.830, -1.739)  -0.23
C (3.520, 0.179, -0.082)  -0.09
C (2.762, 1.219, 0.334)  -0.10
C (2.880, -0.832, -0.816)  -0.02
C (1.436, 1.162, 0.247)  -0.03
C (1.503, -0.868, -0.881)  -0.22
C (0.743, 0.132, -0.346)  -0.30
C (-4.340, 2.231, -0.118)  -0.35
C (-2.552, 0.186, 0.368)  -0.71
C (-0.890, -1.828, 1.337)  -0.27
N (0.399, -2.569, -2.509)  0.16
N (-0.600, 0.073, -0.311)  -0.26
N (-1.490, 0.953, 0.294)  0.01
P (-4.122, 0.584, -0.395)  0.83
P (-1.646, -1.358, -0.255)  0.98
H (4.605, 0.033, -0.021)  0.11
H (3.362, 2.105, 0.675)  0.14
H (3.496, -1.682, -1.270)  0.15
H (0.736, 1.930, 0.611)  0.12
H (-5.085, 2.977, -0.471)  0.01
H (-3.511, 2.619, 0.389)  -0.05
H (-1.230, -2.674, 1.816)  0.00
H (0.187, -1.740, 1.053)  0.04
H (-1.000, -1.003, 2.091)  0.07

=====

This record from the OMol25 dataset describes 2 unconnected molecules or ions with the total composition C11H19NO6P at a distorted geometry. The level of theory is ωB97M-V with the def2-TZVPD basis set.

Values from the calculation:
**Strongest force on any atom**: 7.06 eV/A
**LUMO level**: -0.1491 hartree
**Frontier orbital gap**: 8.46 eV
**Spin multiplicity**: 1
**Charge**: +1

Each line ends with the Löwdin charge.
Positions of all 38 atoms, in Å:
C (1.294, 2.742, 1.468)  -0.05
C (1.238, 1.398, 0.666)  -0.13
C (2.116, 0.411, 1.397)  -0.19
C (3.494, 0.605, 1.368)  0.08
C (4.323, -0.260, 2.062)  -0.05
C (5.797, 0.032, 2.018)  -0.49
O (6.280, 0.823, 2.767)  0.18
O (6.523, -0.602, 1.079)  0.14
C (3.750, -1.342, 2.749)  0.05
C (2.398, -1.498, 2.730)  0.00
N (1.607, -0.621, 2.072)  0.17
H (1.905, 2.628, 2.368)  0.08
H (0.284, 2.958, 1.812)  0.08
H (1.743, 3.552, 0.897)  0.08
H (0.225, 1.002, 0.570)  0.10
H (1.683, 1.495, -0.325)  0.13
H (3.908, 1.438, 0.814)  0.16
H (7.160, 0.048, 0.745)  0.15
H (4.377, -2.045, 3.282)  0.14
H (1.892, -2.313, 3.229)  0.15
H (0.599, -0.732, 2.075)  0.19
C (-3.239, 1.838, -2.015)  -0.10
O (-3.485, 0.812, -1.056)  -0.28
P (-2.886, -0.712, -1.209)  0.58
O (-1.462, -0.495, -0.830)  -0.27
O (-3.082, -0.751, -2.843)  -0.26
C (-4.343, -0.460, -3.462)  -0.12
O (-2.924, -2.367, -1.130)  -0.22
C (-4.173, -3.048, -1.373)  -0.09
H (-3.063, 2.754, -1.453)  0.10
H (-2.375, 1.613, -2.636)  0.10
H (-4.129, 1.987, -2.625)  0.08
H (-4.209, 0.359, -4.166)  0.09
H (-5.105, -0.194, -2.729)  0.09
H (-4.671, -1.338, -4.017)  0.09
H (-4.445, -2.981, -2.426)  0.08
H (-4.972, -2.639, -0.755)  0.09
H (-4.035, -4.096, -1.119)  0.09

=====

What is the spin multiplicity in the third record?
1